# 1
This record from the Open Molecules 2025 dataset describes 2 unconnected molecules or ions with the total composition CH3Cl2P at a distorted geometry. The level of theory is ωB97M-V/def2-TZVPD.

Last column: Löwdin spin population.
Positions of all 7 atoms, in Å:
C -0.95 -0.11 -0.35  0.042
P 1.73 1.38 0.68  1.520
Cl -0.58 -1.48 0.68  0.008
Cl 2.64 -0.27 0.32  0.389
H -1.91 -0.34 -0.55  0.002
H -0.81 0.80 0.22  0.027
H -0.12 0.02 -1.00  0.012

Summary:
Gap between HOMO and LUMO (spin up / spin down)   9.39 / 9.65 eV
Electronic energy   -35417.1907 eV
HOMO level (spin up / spin down)   -8.49 / -10.63 eV
Net charge   0
⟨S²⟩   2.004
2S+1   3
ΔE to the lowest compared entry with this formula, charge and spin   11.1 kcal per mole

***

# 2
This record from the Open Molecules 2025 dataset describes 2 unconnected molecules or ions with the total composition CH3Cl3SSi at a distorted geometry. The level of theory is ωB97M-V/def2-TZVPD.

Last column: Löwdin charge in e.
Positions of all 9 atoms, in Å:
Cl 5.11 -0.75 -1.79  0.352
Si 4.25 -0.20 -0.11  -0.769
Cl 4.63 -1.56 1.30  0.284
Cl 4.79 1.67 0.63  0.219
H 2.80 -0.20 -0.06  -0.125
C -1.08 -0.17 0.63  -0.603
S 0.10 -0.80 -0.26  0.596
H -1.57 -0.76 1.46  0.013
H -1.54 0.87 0.47  0.032

Summary:
Gap between HOMO and LUMO   8.52 eV
SMILES   Cl[SiH](Cl)Cl.C=S
Electronic energy   -57368.5978 eV
HOMO level   -9.06 eV
Net charge   0
2S+1   1
ΔE to the lowest compared entry with this formula, charge and spin   32.3 kcal per mole

***

# 3
This record from the Open Molecules 2025 dataset describes 2 unconnected molecules or ions with the total composition CH3Cl3Si at a distorted geometry. The level of theory is ωB97M-V/def2-TZVPD.

Last column: Löwdin charge in e.
Positions of all 8 atoms, in Å:
C 0.55 0.01 -0.32  -0.400
Si -1.19 0.15 -0.77  -0.123
Cl -2.40 1.73 -0.37  0.310
Cl -2.27 -1.59 -1.00  0.269
H 0.95 1.07 -0.26  0.003
H 1.29 -0.78 -0.78  0.053
Cl 1.93 -0.46 2.26  0.239
H 1.15 -0.14 1.25  -0.350

Summary:
Gap between HOMO and LUMO   8.14 eV
SMILES   C=[Si](Cl)Cl.Cl
Electronic energy   -46531.2717 eV
HOMO level   -9.21 eV
Net charge   0
2S+1   1
ΔE to the lowest compared entry with this formula, charge and spin   97.3 kcal per mole